No. 1
39
Properties=species:S:1:pos:R:3:forces:R:3 method="wB97M-V/def2-TZVPD" orbital_gap_ha=0.309 total_charge=0
C -6.17213 1.24808 -1.30634 -0.1 0.2 0.2
C -5.43693 0.98073 -2.20973 0.2 -0.1 -0.3
C -4.52895 0.64639 -3.31713 0.0 0.1 0.4
C -3.09432 0.54999 -2.83882 0.2 0.0 0.1
C -2.30396 1.74428 -2.80495 0.2 -0.4 0.2
C -1.01896 1.75301 -2.34965 0.0 0.4 0.0
C -0.22225 3.03948 -2.30850 -0.1 -0.2 -0.2
O -0.92853 4.10522 -1.71922 0.0 0.1 0.0
C -1.21800 3.88366 -0.35462 -0.1 0.1 0.1
C -0.46179 0.52644 -1.89691 -0.3 0.0 -0.1
N 0.76611 0.33981 -1.40645 0.1 -0.1 0.1
S 0.86426 -1.21946 -1.04709 0.2 0.1 0.1
N -0.58492 -1.73213 -1.46808 -0.1 -0.2 0.0
C -1.24532 -0.66853 -1.93366 0.0 0.1 0.0
C -2.57667 -0.63852 -2.41530 -0.2 0.1 -0.2
H -6.81200 1.54286 -0.51169 0.0 -0.1 0.0
H -4.84090 -0.30205 -3.75150 0.0 0.0 -0.1
H -4.60176 1.43436 -4.06575 -0.1 -0.1 -0.2
H -2.74765 2.67633 -3.13077 0.0 0.1 0.0
H 0.73395 2.88102 -1.80554 0.0 -0.1 0.1
H -0.01211 3.34117 -3.33427 0.1 0.1 0.0
H -0.36293 3.44419 0.16561 0.1 0.0 0.0
H -1.45008 4.84772 0.09102 0.0 0.1 0.0
H -2.08684 3.23401 -0.22099 0.0 -0.1 0.0
H -3.17101 -1.54104 -2.43743 0.0 -0.1 0.0
C 2.30577 -2.54761 2.03756 0.1 0.2 0.1
C 3.02870 -3.59552 2.85440 -0.3 -0.2 -0.1
O 4.30792 -3.11419 3.31617 0.1 0.0 0.0
C 4.28199 -2.32384 4.37779 -0.1 -0.1 -0.1
O 3.32315 -1.98148 5.00198 0.0 0.1 0.0
C 5.72124 -1.91400 4.74966 0.0 0.0 0.0
F 6.39963 -1.50352 3.67485 0.0 0.0 0.0
F 6.36657 -2.96100 5.27836 0.0 0.0 0.0
F 5.70815 -0.93291 5.64166 0.0 0.0 0.0
H 2.93127 -2.21639 1.20849 0.0 -0.1 0.0
H 1.38064 -2.96048 1.63677 0.0 0.0 0.0
H 2.05817 -1.67667 2.64338 0.0 0.0 0.0
H 3.26316 -4.46712 2.24787 0.1 0.0 0.0
H 2.43734 -3.92229 3.70881 0.0 0.1 0.1

***

No. 2
38
Properties=species:S:1:pos:R:3:forces:R:3 method="wB97M-V/def2-TZVPD" spin_multiplicity=5 orbital_gap_ha="0.207 / 0.211" total_charge=0
C 0.04098 3.97291 -2.49006 0.5 0.2 -0.1
C -1.11992 3.62178 -1.56847 0.5 0.4 -0.6
N -0.65432 2.71967 -0.51078 -1.2 0.3 1.5
C -1.70430 2.23006 0.29733 2.2 0.6 -1.5
S -3.14676 1.88614 -0.47001 -0.4 -0.4 1.4
S -1.35499 2.03094 1.92747 -1.5 -0.5 -0.1
C 0.49693 3.23730 0.24072 0.6 0.4 -0.5
C 1.60719 3.53046 -0.75712 0.2 0.4 -0.5
O 1.19046 4.44820 -1.77780 -0.4 -0.5 0.3
H 0.30947 3.07998 -3.08797 0.0 0.3 0.2
H -0.22110 4.80671 -3.16332 -0.1 -0.5 0.2
H -1.55363 4.55187 -1.15090 0.1 -0.4 0.1
H -1.88200 3.11254 -2.16718 0.1 0.2 0.2
H 0.25024 4.15170 0.81806 -0.1 -0.4 -0.2
H 0.88375 2.47816 0.93388 -0.3 0.1 -0.2
H 2.47078 4.02834 -0.28341 -0.4 -0.4 0.0
H 1.93154 2.57513 -1.21290 0.0 0.3 0.1
O 3.08744 -1.29780 -0.46146 -1.6 -1.0 0.9
C 2.14833 -1.85741 -0.06773 2.9 2.5 -2.2
Fe 0.87999 -2.86579 0.59892 1.4 -1.3 -1.5
C 1.65095 -4.22949 -0.21843 1.8 -3.3 -0.7
O 2.24301 -5.15323 -0.61116 -1.5 2.2 0.5
C 1.91686 -3.10154 2.01568 1.2 -1.1 5.1
O 2.44902 -3.26505 3.04495 -1.1 0.6 -3.1
C -1.01492 -3.97033 1.09348 -1.8 -0.8 2.1
C -1.30563 -3.07542 2.13857 -0.8 -2.6 0.0
C -0.96759 -1.75568 2.13607 0.4 2.3 0.8
C -0.13658 -1.19784 1.11622 -0.4 1.2 1.6
C -0.48137 -1.29548 -0.26230 -1.0 1.2 -1.5
C -0.96724 -2.41202 -0.87494 0.0 1.1 -1.1
C -0.92587 -3.66870 -0.27106 -0.1 -1.5 -0.6
H -1.05746 -5.04355 1.33222 -0.1 0.6 -0.1
H -1.75779 -3.49683 3.04378 0.4 0.1 -0.3
H -1.21825 -1.14296 3.01518 0.4 -0.3 -0.3
H 0.46679 -0.32926 1.41150 -0.6 -0.1 -0.2
H -0.34389 -0.40287 -0.87360 0.1 -0.1 0.0
H -1.19777 -2.37269 -1.94876 0.2 0.1 0.5
H -1.01237 -4.52794 -0.93464 0.2 0.2 0.1

***

No. 3
38
Properties=species:S:1:pos:R:3:forces:R:3 method="wB97M-V/def2-TZVPD" orbital_gap_ha=0.258 total_charge=0 relative_energy_kcal_mol=0.0
Pd -0.15924 0.94444 -0.51214 -0.1 -0.2 -0.2
O 1.89684 0.51592 -0.55253 0.0 0.1 0.1
N 2.41531 -0.61602 -0.99152 0.0 -0.1 -0.2
C 3.41971 -0.49386 -1.89048 -0.1 0.1 0.0
C 4.07162 -1.58585 -2.39132 0.0 0.0 0.0
C 3.67861 -2.85505 -1.96964 0.0 0.0 0.0
C 2.65364 -2.96491 -1.06213 0.0 0.1 0.0
C 2.00449 -1.83497 -0.54784 -0.1 0.0 0.1
S 0.71552 -1.95785 0.60327 0.0 0.0 -0.1
H 3.63712 0.52986 -2.15185 0.0 0.0 0.0
H 4.86983 -1.44195 -3.10419 0.0 0.0 0.0
H 4.16770 -3.74027 -2.35209 0.0 0.0 0.0
H 2.30755 -3.92503 -0.70950 0.0 0.0 0.0
I -1.12257 -1.66212 -1.31056 0.0 0.0 0.0
I -3.11846 -1.26829 -3.36283 0.1 0.1 0.1
C 0.43599 2.64007 0.37632 -0.1 -0.1 0.1
C 0.15075 2.39533 1.81189 0.0 0.0 0.1
C 0.94952 1.51900 2.55520 0.0 0.0 0.0
C 0.65002 1.22965 3.87434 0.0 0.0 0.0
C -0.45225 1.81292 4.48916 0.0 0.0 0.0
C -1.24255 2.69827 3.77181 0.0 0.0 0.0
C -0.94349 2.98524 2.44732 0.0 0.0 0.0
H 1.50020 2.69344 0.15365 0.0 0.0 0.0
H -0.10954 3.49228 -0.02434 0.0 0.0 0.0
H 1.80171 1.05510 2.07274 0.0 0.0 0.0
H 1.27765 0.54062 4.42536 0.0 0.0 0.0
H -0.68711 1.58403 5.52051 0.0 0.0 0.0
H -2.09384 3.17240 4.24489 0.0 0.0 0.0
H -1.55838 3.68758 1.89541 0.0 0.0 0.0
N -4.01014 2.12871 -1.49301 0.0 0.0 -0.1
C -4.27177 1.83556 -0.17798 0.0 0.0 0.0
C -3.07263 1.51326 0.37420 -0.1 0.0 0.0
N -2.09914 1.59890 -0.59344 0.1 0.1 -0.1
C -2.69447 1.95959 -1.70899 -0.1 0.0 0.1
H -4.68828 2.31991 -2.20908 0.0 0.0 0.0
H -5.26371 1.87478 0.23279 0.0 0.0 0.0
H -2.83953 1.22056 1.38251 0.0 0.0 0.0
H -2.22254 2.08344 -2.66702 0.0 0.0 0.0

***

No. 4
39
Properties=species:S:1:pos:R:3:forces:R:3 method="wB97M-V/def2-TZVPD" orbital_gap_ha=0.236 total_charge=0 relative_energy_kcal_mol=0.0
Tl 0.76288 0.23445 1.12958 0.0 -0.3 0.1
C -0.58233 5.13360 0.14734 -0.1 0.0 0.1
C -0.40655 3.63994 0.19421 -0.4 0.1 -0.1
N 0.69909 3.01531 0.16672 0.3 -0.2 0.0
N 1.86550 3.69879 0.11335 0.0 -0.2 0.0
C 3.05030 3.04571 -0.11198 -0.1 0.0 0.0
N 4.09274 3.89517 -0.24186 0.1 -0.1 0.0
S 3.23383 1.40605 -0.26249 0.0 0.2 -0.1
C -1.64070 2.78955 0.23039 0.1 0.1 0.0
C -2.90447 3.36078 0.23965 -0.1 0.1 0.0
C -4.01836 2.53287 0.19567 0.0 0.1 0.0
C -3.83925 1.16570 0.13618 0.0 -0.1 0.0
C -2.53900 0.67671 0.16462 0.0 0.0 0.0
N -1.47505 1.46600 0.22667 0.0 0.0 -0.1
H 0.32516 5.67597 -0.10394 0.0 0.0 0.0
H -0.93794 5.50826 1.11035 0.0 0.0 0.0
H -1.32318 5.39553 -0.60719 0.0 0.0 0.0
H 1.85972 4.70652 0.09868 0.0 0.1 0.0
H 4.02828 4.87573 -0.03052 0.0 0.0 0.0
H 5.00258 3.48271 -0.34614 0.0 0.0 0.0
H -3.03128 4.43307 0.28136 0.0 0.0 0.0
H -5.01383 2.95980 0.19503 0.0 0.0 0.0
H -4.67880 0.48643 0.06867 0.0 0.0 0.0
H -2.32686 -0.38769 0.12439 0.0 0.0 0.0
O 0.19871 -7.66199 1.00188 -0.1 0.1 0.0
C 1.07673 -7.06468 0.15376 0.1 0.0 0.2
O 1.97362 -7.71175 -0.31048 0.0 0.0 -0.1
C 0.85296 -5.61610 -0.11353 0.0 -0.1 0.0
C 1.38458 -5.06641 -1.27736 0.0 0.1 -0.1
C 1.20293 -3.72897 -1.57411 0.0 0.0 0.0
C 0.48627 -2.88079 -0.71404 0.1 -0.1 0.1
S 0.23700 -1.19857 -1.13827 -0.1 0.1 -0.1
C -0.02500 -3.44272 0.46292 0.0 0.0 0.0
C 0.15570 -4.78376 0.75709 0.0 0.0 0.0
H -0.51572 -7.04558 1.20365 0.0 -0.1 0.0
H 1.94631 -5.71185 -1.94156 0.0 0.0 0.0
H 1.61784 -3.30957 -2.48183 0.0 0.0 0.0
H -0.56654 -2.80901 1.15435 0.0 0.0 0.0
H -0.22789 -5.16522 1.69881 0.0 0.0 0.0